Entry from the Open Molecules 2025 dataset: a structure of composition CF3LaMgNO4S3 in a non-equilibrium geometry (ωB97M-V with the def2-TZVPD basis set).

Geometry as XYZ:
```
14
CF3LaMgNO4S3 ωB97M-V with the def2-TZVPD basis set
Mg 4.6088 1.4324 6.6042
N 6.1496 1.1158 5.4690
S 6.1292 0.7089 4.0414
O 4.8275 0.3975 3.2865
C 6.4520 2.2148 2.9822
F 7.5765 2.8081 3.3504
F 5.4184 3.0486 3.1502
F 6.5221 1.8921 1.6979
La 2.6758 0.5727 3.6855
S 1.8439 -0.2477 6.6239
O 2.9089 0.7913 5.8244
S 1.8550 -1.7641 4.9092
O 1.3248 -0.8036 3.7103
O 6.9840 -0.4601 3.6236
```

Computed properties:
Energy above the lowest of the compared OMol25 structures with the same formula, charge and spin (kcal/mol): 0.0
Charge: +1
LUMO energy (eV): -5.74
HOMO-LUMO gap (eV): 6.8



Entry from the Open Molecules 2025 dataset: a structure of composition CF3O3STl in a non-equilibrium geometry (ωB97M-V with the def2-TZVPD basis set).

Geometry as XYZ:
```
9
CF3O3STl ωB97M-V with the def2-TZVPD basis set
Tl 1.4354 2.8266 -2.8917
C 0.1099 -1.2824 0.5896
F -0.2009 -1.9332 -0.5085
F -0.5206 -1.8110 1.6558
F 1.4280 -1.3002 0.8470
S -0.4878 0.5574 0.1631
O 0.1818 0.9866 -1.0968
O -1.9688 0.5393 -0.0036
O 0.0230 1.4170 1.2451
```

Computed properties:
Energy above the lowest of the compared OMol25 structures with the same formula, charge and spin (kcal/mol): 59.5
Charge: +2
LUMO energy (eV): -16.68
HOMO-LUMO gap (eV): 4.7



Entry from the Open Molecules 2025 dataset: a structure of composition CF5MgNaO3P in a non-equilibrium geometry (ωB97M-V with the def2-TZVPD basis set).

Geometry as XYZ:
```
12
CF5MgNaO3P ωB97M-V with the def2-TZVPD basis set
P -1.1302 -1.1899 -0.1011
F -2.5897 -0.8609 0.3598
F 2.2382 -0.9921 2.2132
F -1.6614 -1.9745 -1.3818
F -0.5507 -2.5157 0.4997
F -0.6315 -0.4361 1.3399
O -0.4298 -0.1078 -1.0316
O 0.3931 1.7498 -1.8871
C 0.3222 1.0530 -0.8901
O 0.9422 1.2724 0.1834
Na 1.9841 3.5952 -1.2359
Mg 1.1134 0.4067 1.9317
```

Computed properties:
Charge: +1
LUMO energy (eV): -4.95
HOMO-LUMO gap (eV): 10.3



Entry from the Open Molecules 2025 dataset: a cluster of 2 separate species, CFO5S in total in a non-equilibrium geometry (ωB97M-V with the def2-TZVPD basis set).

Geometry as XYZ:
```
8
CFO5S ωB97M-V with the def2-TZVPD basis set
C -1.0156 -0.5209 -1.4897
O -1.7197 -0.9353 -0.7148
O -0.3862 -0.2535 -2.3985
O 1.7720 -0.4584 0.1971
O -0.1527 1.2177 -0.1037
O 0.7693 0.5207 2.2521
F 0.1753 -0.2668 3.3600
S 1.0963 0.7655 0.5831
```

Computed properties:
Energy above the lowest of the compared OMol25 structures with the same formula, charge and spin (kcal/mol): 15.3
Charge: -1
LUMO energy (eV): 3.63
HOMO-LUMO gap (eV): 8.8



Entry from the Open Molecules 2025 dataset: the molecule CFOPS in a non-equilibrium geometry (ωB97M-V with the def2-TZVPD basis set).

Geometry as XYZ:
```
5
CFOPS ωB97M-V with the def2-TZVPD basis set
C 0.1622 0.6391 0.5471
O 0.6581 -0.9561 -1.3577
F 0.2015 0.9701 1.8857
P 1.0576 -0.8698 0.0398
S -0.7704 1.5033 -0.5025
```

Computed properties:
Energy above the lowest of the compared OMol25 structures with the same formula, charge and spin (kcal/mol): 41.9
Charge: 0
LUMO energy (eV): -2.34
HOMO-LUMO gap (eV): 7.5



Entry from the Open Molecules 2025 dataset: a structure of composition CH10BaIN2 in a non-equilibrium geometry (ωB97M-V with the def2-TZVPD basis set).

Geometry as XYZ:
```
15
CH10BaIN2 ωB97M-V with the def2-TZVPD basis set
C 1.1849 2.5718 0.4783
Ba 0.9291 0.1357 0.8715
N -1.1015 -2.1991 0.7720
N -0.2732 -0.0149 -1.6482
H -2.0272 -1.7814 1.0130
H 2.8614 -1.7339 -0.0188
H 1.8654 2.0312 1.4241
H 0.0305 2.7418 0.3648
H 2.0182 2.2520 -0.3273
H -1.3118 -0.0007 -1.5324
H -0.0327 -0.8349 -2.2450
H -0.0166 0.8357 -2.1922
H -1.2347 -2.6378 -0.1450
H -0.9972 -3.0043 1.4206
I -1.8948 1.6389 1.7646
```

Computed properties:
Energy above the lowest of the compared OMol25 structures with the same formula, charge and spin (kcal/mol): 54.1
Charge: -1
LUMO energy (eV): 2.43
HOMO-LUMO gap (eV): 5.1



Entry from the Open Molecules 2025 dataset: a structure of composition CH10InO8 in a non-equilibrium geometry (ωB97M-V with the def2-TZVPD basis set).

Geometry as XYZ:
```
20
CH10InO8 ωB97M-V with the def2-TZVPD basis set
In 0.2171 -0.1455 0.0508
C 2.3008 -0.1889 1.1046
O 1.0972 -0.2667 1.7214
O 3.0799 0.7274 1.5661
O 2.1661 -0.5366 -0.1024
O -0.7751 1.2964 1.1805
H -0.3296 1.9210 1.7416
H -1.5933 1.7598 0.9681
O -1.5829 0.1571 -1.2713
H -2.4833 0.3423 -0.9330
H -1.6360 0.7091 -2.0601
O 0.2534 -1.8728 -1.2460
H 0.8137 -2.6641 -1.2126
H -0.5311 -2.1664 -1.6602
O 0.9504 1.5657 -1.0646
H 1.0121 2.0120 -1.8930
H 1.5065 2.1430 -0.4758
O -1.2577 -1.3540 0.9975
H -1.9876 -1.9910 0.6924
H -1.2205 -1.4479 1.8960
```

Computed properties:
Energy above the lowest of the compared OMol25 structures with the same formula, charge and spin (kcal/mol): 18.2
Charge: +1
LUMO energy (eV): -4.48
HOMO-LUMO gap (eV): 6.7



Entry from the Open Molecules 2025 dataset: a cluster of 3 separate species, CH10N2O2 in total in a non-equilibrium geometry (ωB97M-V with the def2-TZVPD basis set).

Geometry as XYZ:
```
15
CH10N2O2 ωB97M-V with the def2-TZVPD basis set
N -1.1708 -3.0252 1.4991
C -0.4396 -1.7293 1.6288
N 0.1203 -1.3452 0.3556
H -0.6979 -3.5487 0.7841
H -1.4558 -3.3025 2.3987
H 0.3208 -1.7262 2.4521
H -0.9300 -0.8266 1.9040
H -0.6995 -1.1793 -0.3800
H 0.6171 -2.1474 -0.0580
H 0.7626 1.5450 1.5100
H 0.8682 0.4882 0.4728
O 1.3653 1.2441 0.8753
H 0.0243 4.7371 -4.9752
H 1.0450 5.6901 -4.3347
O 0.2699 5.1259 -4.1326
```

Computed properties:
Energy above the lowest of the compared OMol25 structures with the same formula, charge and spin (kcal/mol): 25.5
Charge: 0
LUMO energy (eV): 0.92
HOMO-LUMO gap (eV): 10.4



Entry from the Open Molecules 2025 dataset: a cluster of 3 separate species, CH10N2O2 in total (ωB97M-V with the def2-TZVPD basis set).

Geometry as XYZ:
```
15
CH10N2O2 ωB97M-V with the def2-TZVPD basis set
N 2.0507 0.7372 -0.5602
C 1.7747 -0.5161 -1.1830
N 0.4590 -0.6242 -1.7997
H 2.2148 1.5224 -1.1631
H 1.3961 0.9648 0.1700
H 1.8775 -1.3167 -0.4435
H 2.5493 -0.6988 -1.9348
H -0.0840 -1.4439 -1.5906
H -0.1213 0.1909 -1.7043
H -3.5005 -1.1887 -1.4235
H -2.8015 -0.8073 -2.7563
O -2.6436 -1.0347 -1.8362
H -0.4339 0.9827 5.1785
H -1.5648 2.0006 5.2988
O -1.1725 1.2320 5.7480
```

Computed properties:
Energy above the lowest of the compared OMol25 structures with the same formula, charge and spin (kcal/mol): 11.8
Charge: 0
LUMO energy (eV): 0.72
HOMO-LUMO gap (eV): 9.2



Entry from the Open Molecules 2025 dataset: a cluster of 4 separate species, CH10N2O3 in total in a non-equilibrium geometry (ωB97M-V with the def2-TZVPD basis set).

Geometry as XYZ:
```
16
CH10N2O3 ωB97M-V with the def2-TZVPD basis set
N -3.0284 -0.9857 -2.0096
C -3.4875 -0.3709 -0.8944
N -3.0705 0.7768 -0.5118
H -3.2513 -1.9560 -2.1349
H -2.3498 -0.5631 -2.6249
H -4.0357 -1.0322 -0.2210
H -3.5452 1.0319 0.3487
H 5.5641 -0.7173 3.8871
H 4.4395 -0.0742 4.6562
O 5.0468 0.0952 3.9258
H -1.7114 1.4920 -2.1778
H -0.2163 1.8649 -2.4709
O -0.9219 1.2431 -2.6916
H 3.8750 -0.0803 0.2556
H 3.2699 -0.1261 1.7409
O 3.4226 -0.5982 0.9224
```

Computed properties:
Energy above the lowest of the compared OMol25 structures with the same formula, charge and spin (kcal/mol): 18.6
Charge: 0
LUMO energy (eV): 0.86
HOMO-LUMO gap (eV): 10.1



Entry from the Open Molecules 2025 dataset: a cluster of 4 separate species, CH10NO3 in total in a non-equilibrium geometry (ωB97M-V with the def2-TZVPD basis set).

Geometry as XYZ:
```
15
CH10NO3 ωB97M-V with the def2-TZVPD basis set
C 0.4760 0.2168 2.3369
N 0.1703 0.9975 1.3757
H 0.0223 -0.7399 2.5782
H 1.3407 0.4080 2.9692
H 0.8357 1.7574 1.2579
H -0.1540 0.5930 0.4399
H -3.5421 0.2377 -3.4007
H -4.2343 -0.9152 -2.9141
O -3.3313 -0.5645 -2.9103
H -0.3318 0.9602 -1.7639
H -1.5709 -0.0363 -1.3216
O -0.7974 0.4898 -1.0517
H 4.1074 -0.6593 1.2670
H 3.6674 -1.7620 0.3524
O 3.3421 -0.9831 0.7851
```

Computed properties:
Energy above the lowest of the compared OMol25 structures with the same formula, charge and spin (kcal/mol): 15.7
Charge: +1
LUMO energy (eV): -4.97
HOMO-LUMO gap (eV): 9.7



Entry from the Open Molecules 2025 dataset: a cluster of 4 separate species, CH10NO4 in total in a non-equilibrium geometry (ωB97M-V with the def2-TZVPD basis set).

Geometry as XYZ:
```
16
CH10NO4 ωB97M-V with the def2-TZVPD basis set
N 1.4234 -0.5642 1.0864
C 0.1305 -1.3560 1.1865
O -0.7001 -1.1266 0.0037
H 1.0347 0.4075 1.2407
H 1.6577 -0.5738 0.0454
H -0.5058 -0.9136 2.1215
H 0.4593 -2.3831 1.3623
H 0.0621 0.6129 -2.2962
H -0.3683 0.3116 -0.9190
O -0.2889 1.1119 -1.5526
H 2.3344 1.5279 -0.3978
H 1.4679 1.7740 -1.6058
O 2.3795 1.9717 -1.3110
H -2.5039 -0.8457 0.2513
H -3.2386 0.4617 0.2765
O -3.3437 -0.4163 0.5080
```

Computed properties:
Energy above the lowest of the compared OMol25 structures with the same formula, charge and spin (kcal/mol): 20.9
Charge: -1
LUMO energy (eV): 4.12
HOMO-LUMO gap (eV): 8.3